Computed, not measured: a molecular structure, C12H13F3I2O10S, with ωB97M-V/def2-TZVPD.

The geometry in XYZ format:
```
41
Properties=species:S:1:pos:R:3
C -1.279 -2.269 3.324
C -1.461 -0.809 2.929
I -3.486 -0.248 3.468
C -1.176 -0.575 1.426
C 0.148 0.164 1.072
C 1.270 -0.477 1.863
C 2.689 -0.221 1.351
O 3.039 -0.410 0.227
O 3.579 0.218 2.294
O 0.288 -0.055 -0.332
C -0.454 0.862 -0.990
O -0.710 0.847 -2.161
O -0.849 1.829 -0.079
C -0.031 1.696 1.055
I -1.092 2.678 2.628
S 1.390 2.806 0.586
O 2.227 2.247 -0.423
O 0.793 4.039 0.200
C 2.428 3.218 2.107
F 3.658 3.062 1.789
F 2.127 2.460 3.147
F 2.199 4.446 2.432
H -0.234 -2.559 3.302
H -1.910 -2.916 2.731
H -1.613 -2.369 4.351
H -0.838 -0.221 3.583
H -2.013 -0.030 1.020
H -1.087 -1.549 0.968
H 1.140 -1.548 1.760
H 1.197 -0.259 2.920
H 3.270 -0.099 3.147
C -0.508 -1.806 -4.791
C -1.141 -0.447 -4.969
O -2.176 -0.712 -5.926
C -2.491 -2.027 -5.849
O -3.419 -2.532 -6.387
O -1.599 -2.691 -5.068
H -0.124 -1.967 -3.787
H 0.290 -1.996 -5.512
H -1.594 -0.076 -4.055
H -0.447 0.299 -5.349
```

Results
**Strongest force on any atom**: 1.96 eV Å⁻¹
**Orbital gap**: 9.14 eV
**Relative energy (zero: lowest compared OMol25 entry of this formula, charge and spin)**: 13.3 kcal/mol
**Highest occupied orbital energy**: -0.3657 Eh
**2S+1**: 1

Computed, not measured: 2 unconnected molecules or ions with the total composition C12H13F3N4O3S, with ωB97M-V/def2-TZVPD.

The geometry in XYZ format:
```
36
Properties=species:S:1:pos:R:3
O -3.188 -6.272 -1.576
N -2.107 -6.834 -1.503
O -1.180 -6.271 -2.297
C -0.720 -4.969 -1.790
C -0.176 -3.853 -2.910
C 0.393 -2.391 -2.341
C 0.423 -2.042 -0.722
C 0.989 -0.577 -0.246
C 0.506 0.641 -1.233
C -1.112 0.698 -1.517
F -1.478 2.163 -1.543
F -1.949 0.072 -0.467
F -1.429 0.180 -2.898
C -0.125 -3.074 0.461
N -0.178 -2.884 1.965
S -0.868 -4.429 2.520
N -1.064 -5.308 0.986
C -0.655 -4.494 -0.222
H -0.183 -4.095 -4.076
H 0.814 -1.553 -3.056
H 2.181 -0.614 -0.294
H 0.729 -0.298 0.879
H 0.790 1.672 -0.702
H 1.136 0.596 -2.235
C -0.408 4.809 1.293
N 0.753 4.363 2.034
C 1.326 5.243 3.032
C 1.329 3.129 1.820
O 2.309 2.691 2.409
H -0.153 5.726 0.754
H -1.221 5.011 1.997
H -0.735 4.050 0.577
H 2.366 5.452 2.767
H 1.304 4.740 4.004
H 0.765 6.179 3.089
H 0.816 2.542 1.041
```

Results
**Strongest force on any atom**: 6.87 eV Å⁻¹
**SMILES**: O=NOc1ccc(CCC(F)(F)F)c2nsnc12.CN(C)C=O
**Orbital gap**: 6.64 eV
**Highest occupied orbital energy**: -0.3134 Eh
**2S+1**: 1

Computed, not measured: a single C12H13N3 molecule, with ωB97M-V/def2-TZVPD.

The geometry in XYZ format:
```
28
Properties=species:S:1:pos:R:3
N 2.953 -1.524 1.136
C 2.540 -0.413 0.334
N 3.614 0.526 0.471
C 3.251 1.570 -0.311
C 2.130 1.926 -1.016
C 1.190 0.941 -0.924
C 1.346 -0.268 -0.418
N 0.682 -1.456 -0.453
C -0.671 -1.685 -0.887
C -1.883 -0.990 -0.257
C -2.928 -0.302 -0.980
C -3.824 0.681 -0.314
C -3.283 1.184 0.972
C -1.994 0.862 1.632
C -1.282 -0.269 0.909
H 2.499 -2.417 0.970
H 3.960 -1.361 1.368
H 3.996 2.193 0.032
H 2.244 2.888 -1.625
H 0.267 1.232 -1.371
H 0.932 -1.804 0.541
H -0.953 -1.414 -1.962
H -0.678 -2.729 -0.847
H -3.499 -0.970 -1.853
H -4.861 0.726 -0.617
H -3.785 2.042 1.653
H -1.672 1.272 2.524
H -0.290 -0.443 1.294
```

Results
**Strongest force on any atom**: 8.77 eV Å⁻¹
**SMILES**: Nc1ncccc1NCc1ccccc1
**Orbital gap**: 8.20 eV
**Relative energy (zero: lowest compared OMol25 entry of this formula, charge and spin)**: 117.5 kcal/mol
**Highest occupied orbital energy**: -0.2843 Eh
**2S+1**: 1

Computed, not measured: a single C12H13N3O molecule, with ωB97M-V/def2-TZVPD.

The geometry in XYZ format:
```
29
Properties=species:S:1:pos:R:3
N -6.055 -1.833 -0.078
C -5.200 -1.128 0.206
C -4.126 -0.230 0.532
C -3.727 0.625 -0.696
N -2.620 1.500 -0.431
C -1.343 1.029 -0.164
C -0.890 -0.218 -0.584
C 0.416 -0.622 -0.352
C 1.302 0.216 0.307
O 2.607 -0.085 0.598
C 3.147 -1.287 0.109
C 4.637 -1.300 0.471
C 5.362 -0.323 -0.304
N 5.930 0.442 -0.933
C 0.857 1.467 0.732
C -0.440 1.862 0.504
H -3.262 -0.813 0.864
H -4.444 0.419 1.353
H -3.473 -0.035 -1.529
H -4.578 1.238 -1.005
H -2.859 2.325 0.102
H -1.546 -0.895 -1.110
H 0.719 -1.599 -0.695
H 3.024 -1.355 -0.982
H 2.653 -2.152 0.577
H 4.750 -1.060 1.531
H 5.059 -2.289 0.277
H 1.552 2.114 1.244
H -0.768 2.836 0.838
```

Results
**Strongest force on any atom**: 0.74 eV Å⁻¹
**SMILES**: N#CCCNc1ccc(OCCC#N)cc1
**Orbital gap**: 8.47 eV
**Relative energy (zero: lowest compared OMol25 entry of this formula, charge and spin)**: 44.9 kcal/mol
**Highest occupied orbital energy**: -0.2917 Eh
**2S+1**: 1

Computed, not measured: a single C12H13NO molecule, with ωB97M-V/def2-TZVPD.

The geometry in XYZ format:
```
27
Properties=species:S:1:pos:R:3
C -1.772 -1.771 -0.918
C -0.676 -0.561 -1.101
O -0.725 -0.072 -2.364
C -0.877 0.478 -0.058
C -0.621 1.867 -0.359
C -0.505 2.837 0.637
C -0.637 2.527 1.993
C -0.969 1.200 2.306
C -1.002 0.224 1.288
C 0.832 -1.251 -0.906
C 1.891 -0.218 -0.627
C 2.786 -0.859 0.135
C 2.348 -2.213 0.277
N 1.192 -2.439 -0.247
H -2.738 -1.327 -0.608
H -1.416 -2.401 -0.110
H -1.835 -2.451 -1.866
H -1.074 0.812 -2.419
H -0.655 2.210 -1.364
H -0.274 3.907 0.336
H -0.496 3.325 2.792
H -1.285 1.049 3.319
H -1.220 -0.924 1.510
H 1.097 -1.524 -1.960
H 1.979 0.829 -0.759
H 3.585 -0.250 0.492
H 3.069 -3.004 0.580
```

Results
**Strongest force on any atom**: 4.63 eV Å⁻¹
**SMILES**: C[C@@](O)(c1ccccc1)[C@H]1C=CC=N1
**Orbital gap**: 9.90 eV
**Relative energy (zero: lowest compared OMol25 entry of this formula, charge and spin)**: 57.0 kcal/mol
**Highest occupied orbital energy**: -0.3355 Eh
**2S+1**: 1

Computed, not measured: a molecular structure, C12H13NPW, with ωB97M-V/def2-TZVPD.

The geometry in XYZ format:
```
28
Properties=species:S:1:pos:R:3
C 0.385 -0.505 -3.363
C -0.831 -1.096 -3.907
C -0.653 -2.487 -4.073
C 0.718 -2.777 -3.784
C 1.388 -1.594 -3.381
W 0.910 1.691 -1.547
P -0.663 3.349 -2.051
H 0.639 0.623 -3.202
H -1.753 -0.525 -4.041
H -1.431 -3.196 -4.340
H 2.438 -1.521 -3.095
H 1.178 -3.754 -3.925
H -1.936 3.469 -1.337
H -1.168 3.481 -3.419
H -0.205 4.727 -1.888
N 0.504 1.027 0.192
C 0.254 0.545 1.249
C 0.131 0.150 2.580
C -1.133 0.191 3.218
C -1.209 -0.003 4.595
C -0.048 -0.262 5.335
C 1.188 -0.404 4.690
C 1.286 -0.221 3.314
H -2.026 0.391 2.621
H -2.179 0.059 5.090
H -0.107 -0.364 6.421
H 2.086 -0.652 5.258
H 2.238 -0.342 2.790
```

Results
**Expectation value of S²**: 2.09
**Strongest force on any atom**: 4.81 eV Å⁻¹
**Orbital gap (alpha / beta)**: 4.64 / 4.83 eV
**Relative energy (zero: lowest compared OMol25 entry of this formula, charge and spin)**: 48.8 kcal/mol
**Highest occupied orbital energy (alpha / beta)**: -0.3678 / -0.3654 Eh
**Charge**: +1
**2S+1**: 3

Computed, not measured: a single C12H13OP molecule, with ωB97M-V/def2-TZVPD.

The geometry in XYZ format:
```
27
Properties=species:S:1:pos:R:3
C -3.173 -1.141 -1.444
C -2.268 -0.290 -0.474
C -2.742 0.233 0.710
C -1.978 1.021 1.566
C -0.699 1.497 1.308
P 0.114 1.168 -0.197
O 0.400 2.466 -1.188
C 1.775 0.554 -0.022
C 2.854 0.685 -0.904
C 4.008 -0.059 -0.775
C 4.177 -1.046 0.189
C 3.129 -1.109 1.138
C 1.921 -0.366 0.947
C -0.915 -0.032 -1.008
H -3.952 -0.471 -1.773
H -3.493 -1.953 -0.854
H -2.593 -1.494 -2.357
H -3.705 -0.157 1.073
H -2.487 1.340 2.434
H -0.028 1.863 2.189
H 0.715 3.260 -0.765
H 2.913 1.368 -1.714
H 4.702 0.155 -1.473
H 5.011 -1.588 0.219
H 3.274 -1.773 1.982
H 1.199 -0.594 1.703
H -0.591 -0.463 -1.844
```

Results
**Strongest force on any atom**: 6.70 eV Å⁻¹
**SMILES**: CC1=CC=C[P@@](O)(c2ccccc2)=C1
**Orbital gap**: 8.12 eV
**Relative energy (zero: lowest compared OMol25 entry of this formula, charge and spin)**: 8.9 kcal/mol
**Highest occupied orbital energy**: -0.2702 Eh
**2S+1**: 1

Computed, not measured: a molecular structure, C12H14AuN2O4, with ωB97M-V/def2-TZVPD.

The geometry in XYZ format:
```
33
Properties=species:S:1:pos:R:3
Au -1.382 0.423 1.388
O 0.066 1.184 -1.568
C -0.154 0.940 -2.745
O 2.239 -0.542 -1.931
C 1.491 -0.925 -2.796
O 1.532 -2.138 -3.423
N 0.439 -0.158 -3.397
C 0.763 -2.052 -4.669
C -0.108 -0.806 -4.587
H 0.176 -2.974 -4.795
H 1.475 -1.944 -5.510
H -1.181 -1.028 -4.431
H 0.004 -0.141 -5.459
C -1.042 1.735 -3.603
C -1.907 2.649 -3.120
H -0.959 1.609 -4.686
H -2.038 2.867 -2.054
H -2.505 3.139 -3.911
O -1.630 1.965 3.272
C -0.989 1.431 4.449
C -0.046 0.297 4.157
C 0.686 -0.301 5.201
C 1.503 -1.372 4.896
C 1.636 -1.818 3.582
C 0.870 -1.203 2.590
N -0.008 -0.233 2.924
H -2.579 1.897 3.438
H -0.415 2.270 4.859
H -1.755 1.111 5.163
H 0.539 0.085 6.212
H 2.071 -1.846 5.691
H 2.282 -2.631 3.313
H 0.925 -1.490 1.547
```

Results
**Strongest force on any atom**: 1.82 eV Å⁻¹
**Orbital gap**: 7.86 eV
**Relative energy (zero: lowest compared OMol25 entry of this formula, charge and spin)**: 0.0 kcal/mol
**Highest occupied orbital energy**: -0.4622 Eh
**Charge**: +1
**2S+1**: 1

Copy entry 7 word for word.
Computed, not measured: a single C12H13OP molecule, with ωB97M-V/def2-TZVPD.

The geometry in XYZ format:
```
27
Properties=species:S:1:pos:R:3
C -3.173 -1.141 -1.444
C -2.268 -0.290 -0.474
C -2.742 0.233 0.710
C -1.978 1.021 1.566
C -0.699 1.497 1.308
P 0.114 1.168 -0.197
O 0.400 2.466 -1.188
C 1.775 0.554 -0.022
C 2.854 0.685 -0.904
C 4.008 -0.059 -0.775
C 4.177 -1.046 0.189
C 3.129 -1.109 1.138
C 1.921 -0.366 0.947
C -0.915 -0.032 -1.008
H -3.952 -0.471 -1.773
H -3.493 -1.953 -0.854
H -2.593 -1.494 -2.357
H -3.705 -0.157 1.073
H -2.487 1.340 2.434
H -0.028 1.863 2.189
H 0.715 3.260 -0.765
H 2.913 1.368 -1.714
H 4.702 0.155 -1.473
H 5.011 -1.588 0.219
H 3.274 -1.773 1.982
H 1.199 -0.594 1.703
H -0.591 -0.463 -1.844
```

Results
**Strongest force on any atom**: 6.70 eV Å⁻¹
**SMILES**: CC1=CC=C[P@@](O)(c2ccccc2)=C1
**Orbital gap**: 8.12 eV
**Relative energy (zero: lowest compared OMol25 entry of this formula, charge and spin)**: 8.9 kcal/mol
**Highest occupied orbital energy**: -0.2702 Eh
**2S+1**: 1